{
  "formula": "C48H42AsIrN2P2S3Se",
  "method": "ωB97M-V/def2-TZVPD",
  "s2": 8.7875,
  "charge": 1,
  "multiplicity": 6,
  "orbital_gap_ev": [5.22, 4.49],
  "relative_energy_kj_mol": 0.0,
  "e_homo_ev": [-7.2, -9.2],
  "symbols": ["S", "As", "C", "C", "C", "H", "H", "C", "C", "C", "C", "H", "S", "C", "H", "C", "C", "H", "H", "H", "H", "H", "C", "H", "H", "Ir", "H", "H", "C", "P", "C", "N", "C", "H", "C", "H", "C", "C", "H", "C", "C", "H", "H", "C", "C", "C", "C", "C", "C", "C", "C", "C", "C", "C", "H", "C", "P", "C", "C", "H", "C", "C", "C", "Se", "C", "H", "H", "H", "H", "C", "C", "H", "H", "S", "C", "H", "H", "H", "H", "C", "C", "N", "H", "C", "H", "C", "H", "H", "H", "H", "H", "C", "H", "C", "C", "H", "H", "C", "H", "H"],
  "coordinates": [[0.62751, 1.80729, 1.37261], [-1.48992, 0.75255, -2.02341], [-2.59841, -0.51869, -2.87419], [4.34888, 1.93008, -0.38749], [4.15877, 3.04198, 1.73951], [-7.38750, 0.03789, 2.68531], [-5.27746, 4.89678, -0.43582], [1.25698, -3.16192, 2.68362], [3.73934, -0.09064, 5.59910], [-6.11191, 1.68420, 3.47191], [-2.37221, 3.56827, -1.59355], [-5.97186, 2.45114, -0.63629], [1.14226, 2.07868, -1.59765], [2.99189, -4.42002, -3.55012], [-4.34123, 0.75778, -1.32147], [2.16596, -4.43246, -1.24508], [2.12170, -3.01592, -1.21899], [2.98563, -2.46060, -4.49377], [5.76530, -0.19009, 4.81094], [4.01068, -0.26844, 6.63956], [-3.09957, 5.58184, -1.23868], [-4.98190, -2.21263, 2.50800], [-3.13329, -2.85414, -3.15345], [0.73213, -4.58179, 4.22722], [-2.95835, -3.88400, -2.86898], [0.22824, 0.38420, -0.36081], [-1.66362, 0.77356, -5.34511], [5.84243, 2.67687, -1.72469], [1.51201, -4.26324, 3.51900], [2.53799, 0.79941, 1.33026], [5.75982, 3.85859, 0.09668], [-4.70285, 1.75568, 3.48159], [2.43564, -2.34193, -2.42796], [3.31989, -5.02513, -4.43763], [1.92960, 0.24792, 3.94827], [2.75768, -6.18186, -2.29281], [-3.54223, -0.14115, -3.81796], [3.37582, -3.69243, 1.55934], [3.94606, 1.28362, -1.14549], [0.66725, 2.01419, -3.22979], [-4.15856, 0.69662, 2.75851], [3.78490, 3.12962, 2.75770], [-1.35441, 3.79917, -1.88699], [3.81295, 1.97776, 0.90694], [5.06280, 4.02239, 1.28772], [-4.25108, -1.15944, -4.46406], [-0.80949, 1.36200, -4.96965], [-0.56567, 1.48732, -3.61519], [-3.32741, 4.53151, -1.22436], [2.63878, -5.08697, -2.37134], [4.30081, 0.07900, 3.27034], [-5.08165, -1.39554, 1.76893], [2.94044, 0.31390, 2.96499], [4.70528, -0.05997, 4.57830], [-2.86608, 2.46913, 4.25273], [-4.02591, 1.80222, -1.23812], [1.61877, -2.02675, 0.23051], [1.57790, 2.55959, -4.15633], [0.10110, 1.89533, -5.88249], [4.58007, -5.19517, 2.39489], [5.36867, 2.79003, -0.74119], [-2.72189, 2.18770, -1.59249], [-4.58285, 4.13815, -0.78503], [-2.41729, 0.28295, 2.58624], [3.65423, -4.66480, 2.50298], [2.36262, -1.23871, -2.46915], [0.85201, 0.27490, 3.70662], [5.05791, 0.11315, 2.50692], [-6.72559, 2.48948, 3.78809], [2.15253, -2.96751, 1.62161], [2.39072, 0.06750, 5.29180], [1.66703, -0.01632, 6.10474], [-4.97705, -0.92254, -5.25074], [-0.43123, -1.92913, 0.15090], [2.73922, -4.95707, 3.51838], [-4.23280, -1.35655, 1.08626], [-4.36329, 2.93893, 5.13375], [2.47541, 3.10150, -3.83475], [-1.39083, -2.19147, -2.15464], [1.28931, 2.49053, -5.52857], [-3.92554, 2.77478, 4.14788], [-5.24273, -0.08834, 2.43214], [1.95007, 2.89562, -6.26631], [-4.93078, 2.79066, -0.82494], [-4.75275, -3.25693, -4.52383], [-6.43685, 0.53249, 2.88325], [6.60713, 4.52784, -0.13575], [1.89106, -4.98149, -0.36687], [-5.93439, -1.55642, 1.13807], [5.23020, 4.85746, 1.96524], [0.37665, -2.51850, 2.89379], [-2.32824, -1.86540, -2.59945], [2.96338, -5.74145, 4.22963], [2.10776, -0.34712, 0.10464], [-4.12676, -2.48654, -4.09439], [-3.62282, 0.89549, -4.14398], [-4.01586, 3.75208, 3.62762], [2.82301, -3.04282, -3.56895], [4.07525, -3.52141, 0.74736], [-0.28538, 1.90210, -6.90165]],
  "forces_ev_per_angstrom": [[1.14, 0.08, 1.38], [-0.88, 0.83, -2.09], [0.06, -0.58, -0.01], [0.17, 0.40, 0.32], [0.47, 0.32, -0.22], [0.33, 0.45, 0.10], [-0.05, -0.21, -0.16], [0.30, -0.90, 0.33], [-0.20, 0.14, -0.41], [1.60, -0.28, -0.06], [-0.60, -1.23, 0.11], [0.81, 0.48, 0.17], [1.32, 1.78, -0.56], [-0.30, -0.67, -0.07], [0.08, 0.41, 0.17], [0.31, 1.43, -0.04], [0.55, 0.09, -1.35], [0.05, -0.46, 0.58], [-0.39, 0.02, -0.06], [0.09, 0.16, -0.30], [0.28, 0.21, -0.04], [0.09, 0.47, -0.42], [-0.61, 0.61, -0.62], [0.51, 0.40, -0.15], [-0.06, -0.04, -0.22], [-1.24, -0.25, 0.73], [0.35, 0.69, 0.24], [-0.20, 0.06, 0.45], [0.16, 0.03, 1.03], [-1.16, 0.55, -0.89], [-0.16, -0.49, -0.06], [-0.08, -0.76, -1.31], [-0.25, 0.16, 0.80], [-0.29, 0.92, 0.98], [1.40, -0.36, 1.06], [-0.16, 0.66, -0.24], [0.01, -0.76, -0.45], [-1.08, 0.32, 0.12], [0.05, -0.59, 0.07], [0.82, 1.08, -0.61], [-2.38, 0.37, 1.71], [-0.19, -0.07, -0.24], [-0.12, 0.45, 0.00], [-0.04, 0.30, -0.89], [-0.23, -0.56, 0.76], [-0.85, 0.43, -0.34], [-0.36, -0.51, 0.18], [0.33, -0.89, 0.72], [0.69, -0.77, 0.09], [0.18, -0.97, 0.01], [-0.55, 0.67, 0.30], [-0.20, 0.42, 0.41], [-0.29, -0.70, 1.13], [-0.12, -0.51, 0.65], [-0.75, 0.10, -0.26], [0.25, 0.79, 0.04], [-0.54, 0.30, -0.95], [0.10, 0.31, -1.12], [-1.42, -0.22, -0.91], [0.31, -0.25, 0.24], [0.74, 0.96, -0.38], [-0.68, 0.79, 0.22], [-0.01, -0.35, -0.15], [0.95, -0.13, -0.44], [-0.13, 0.42, 0.21], [0.07, -0.73, 0.04], [0.75, 0.29, 0.16], [0.03, 0.03, -0.33], [-0.28, 0.33, 0.48], [0.73, -0.49, 0.81], [-0.71, -0.30, -0.81], [0.12, 0.11, -0.31], [0.33, 0.09, 0.32], [0.49, -0.91, 0.63], [-0.71, 0.53, -1.10], [0.20, 0.03, 0.43], [0.15, -0.15, 0.09], [-0.35, -0.47, 0.10], [-0.47, 0.36, 0.58], [-0.07, -0.06, 1.57], [-0.03, 0.92, 0.14], [0.44, 0.68, 0.15], [0.24, 0.21, -0.21], [-0.81, -0.85, -0.24], [-0.01, 0.09, -0.15], [0.38, -1.60, -1.16], [-0.74, -0.41, -0.12], [-0.05, -0.31, 0.27], [-0.67, -0.20, -0.09], [0.27, -0.11, -0.27], [0.53, -0.70, -0.69], [-0.08, -0.34, -0.95], [-0.23, 0.00, -0.02], [0.93, -0.83, 0.69], [0.97, -0.45, 1.11], [-0.29, -0.19, 0.31], [0.31, -0.62, 0.05], [0.12, 0.62, -0.72], [-0.16, -0.01, 0.00], [0.66, -0.14, -0.05]]
}

{
  "formula": "C48H43ClLuNP2S",
  "method": "ωB97M-V/def2-TZVPD",
  "charge": 2,
  "orbital_gap_ev": 7.30,
  "e_homo_ev": -13.4,
  "symbols": ["C", "H", "C", "H", "C", "H", "C", "N", "C", "C", "H", "C", "S", "C", "C", "C", "H", "C", "C", "H", "H", "C", "H", "H", "Cl", "H", "C", "C", "C", "H", "C", "C", "C", "C", "C", "H", "H", "C", "H", "C", "H", "H", "C", "C", "H", "C", "C", "C", "H", "H", "C", "H", "C", "C", "C", "H", "H", "H", "H", "H", "C", "H", "C", "H", "C", "C", "H", "H", "H", "Lu", "C", "C", "P", "H", "C", "H", "H", "C", "H", "H", "H", "C", "H", "H", "H", "C", "C", "H", "H", "C", "H", "C", "C", "H", "P", "C", "C"],
  "coordinates": [[-0.69324, -4.18645, 0.85821], [1.21420, -5.21534, 3.48551], [1.76707, 4.92843, -4.26767], [2.05882, 1.86452, -5.90818], [0.74667, 1.99530, 4.52825], [-1.69675, -4.29178, 0.44903], [1.01291, -1.02035, 3.63049], [-0.04901, -0.20437, 1.23475], [1.78307, -4.48065, -2.31668], [2.08211, 3.98663, -5.29011], [-1.07730, -1.27174, 3.46028], [-1.75447, -3.24474, -1.89818], [0.93348, 0.31883, 2.45758], [-0.36787, -4.85286, 2.04309], [0.19588, 3.71649, 1.08896], [0.27018, -3.44132, 0.16061], [-1.39695, -0.09605, -1.54645], [-2.05295, 2.36091, 4.29871], [0.81499, 3.51847, -0.16022], [2.19122, -2.41993, 0.38204], [-5.02720, 2.37424, -0.41137], [1.11760, -3.27758, -2.59572], [1.95945, 6.00932, -4.40407], [0.69866, 3.14971, 6.33306], [2.92477, 0.02344, -1.19008], [1.14359, -3.66550, 6.32301], [-4.18911, 2.99465, -0.83471], [-2.08953, 4.49425, -1.97300], [1.85466, -3.85096, 1.94605], [-1.29182, 5.05068, -2.47108], [-1.81892, 3.25527, -1.36742], [2.26893, -1.37145, 4.11781], [-4.18215, -3.14575, -1.67971], [-0.14526, -2.57067, 5.01152], [-4.26380, -4.06525, -2.75414], [-5.10104, -2.78256, -1.15620], [-0.90493, -0.64368, 1.67786], [1.53930, -2.47545, -3.67252], [-0.97158, -4.30510, -3.60134], [2.22446, 3.63155, -0.17026], [-2.70121, 1.49201, -0.44844], [0.37441, 4.51740, 3.11397], [-0.17693, -1.61918, 3.98169], [0.72793, 3.13135, -2.98626], [3.31842, -2.61062, 5.54883], [0.08853, 2.74773, 5.50315], [2.25384, 4.59481, 2.04862], [-0.01183, 1.40766, 3.51690], [2.76419, 5.10080, 2.87773], [-1.82149, 3.47807, 6.12546], [1.13418, 2.19324, -3.96064], [-3.15167, 2.46398, 4.21507], [-2.87840, 2.49881, -0.81820], [-3.37504, 5.04821, -1.96932], [1.50760, -3.17534, 0.78111], [3.79268, -4.61864, -5.06959], [-3.54577, 6.05677, -2.39930], [1.81026, 1.73996, 4.49327], [0.92928, 1.13007, -3.82593], [3.09447, -0.83322, 3.64352], [-1.87208, -4.03925, -3.04843], [-1.09854, -3.04014, 5.30487], [1.16291, 4.46411, -3.09673], [-0.82917, 3.37509, 1.23121], [3.08489, -4.21413, -4.33361], [2.73922, -4.99072, -3.19109], [-3.19925, -5.23877, -4.29894], [1.10089, -1.48888, -3.80886], [3.18436, -5.98914, -3.02261], [0.51581, -0.03097, -0.82729], [2.32631, -2.31806, 5.14618], [-3.11839, -4.50997, -3.46640], [-0.11897, -2.65617, -1.42286], [-1.81624, 1.12054, 2.45903], [-1.36306, 1.62176, 3.31911], [-5.25223, -4.44799, -3.02906], [-2.80760, -1.96959, -0.50572], [-1.30467, 2.90629, 5.36669], [2.80520, -2.33174, -5.45233], [2.84631, -3.68840, 2.40295], [-1.10022, -5.48666, 2.57632], [-4.42357, 4.27762, -1.39309], [-5.44418, 4.67818, -1.37254], [1.04498, 5.18207, -2.27916], [2.53659, 4.32465, -6.23425], [0.92966, -4.70975, 2.55723], [-2.91097, -2.72863, -1.27418], [4.00226, 4.52265, 0.74752], [-0.97905, -0.25230, -2.28332], [2.51647, -2.94033, -4.56037], [1.54529, -5.04022, -1.41144], [1.80016, 2.61084, -5.11928], [0.89053, 4.28394, 2.16189], [2.81855, 3.24888, -1.00739], [-0.12291, 2.60685, -1.46245], [1.11159, -2.89128, 5.57099], [2.93751, 4.24262, 0.86803]],
  "forces_ev_per_angstrom": [[0.09, -0.48, -0.20], [-0.14, 0.09, -0.42], [0.14, -0.88, -0.72], [-0.15, 0.83, 0.80], [-0.33, -0.59, -0.19], [0.26, -0.11, 0.01], [0.47, -0.21, -0.52], [-1.03, 0.02, 1.68], [-0.09, -0.36, -0.18], [-0.34, 0.06, 0.31], [0.03, -0.48, 0.67], [-0.57, 0.58, -0.89], [-0.36, -0.21, -0.26], [0.47, 0.11, 0.30], [-0.02, 0.26, -0.11], [-0.20, 0.18, 1.03], [0.36, -0.25, -3.19], [0.55, -0.11, -0.16], [0.69, -1.20, 1.38], [0.00, -0.45, -0.20], [0.97, 0.87, -0.55], [0.74, 0.08, 0.19], [0.08, -0.88, 0.13], [-0.81, -0.07, -0.50], [-0.60, 0.00, 0.14], [0.02, 0.04, 0.20], [-0.08, 0.37, -0.06], [-0.23, 0.33, 0.08], [0.01, 0.00, 0.21], [-0.20, -0.21, 0.26], [-0.54, 0.08, -0.59], [-0.54, 0.48, -0.04], [0.14, -0.34, -0.30], [0.21, 0.39, -0.74], [0.14, -0.18, -0.01], [0.97, -0.38, -0.65], [1.21, 0.45, -0.97], [0.05, -0.52, 0.07], [-0.22, -0.13, 0.18], [0.35, 0.30, -0.62], [0.08, 0.08, 0.17], [0.25, -0.31, -0.78], [-0.02, -0.16, 0.69], [0.75, -0.07, 0.02], [-1.00, 0.10, -0.14], [0.29, -0.41, -0.54], [-0.21, -0.05, -0.47], [0.12, 0.61, -0.27], [-0.17, -0.26, -0.44], [-0.09, -0.02, 0.00], [-0.27, 0.59, -0.03], [0.89, 0.16, 0.23], [0.02, 0.46, -0.50], [-0.42, -0.84, 0.54], [-0.14, -0.20, -0.06], [-0.27, 0.24, 0.45], [-0.01, -0.94, 0.33], [-0.20, 0.50, 0.58], [-0.11, 0.15, -0.06], [0.21, -0.49, 0.60], [-0.04, -0.35, 0.20], [0.83, 0.10, 0.09], [-0.11, 0.43, -0.49], [0.01, 0.50, -0.07], [-0.25, -0.16, 0.23], [0.14, 0.66, -0.95], [-0.02, 0.76, 0.63], [-0.03, -0.08, -0.16], [-0.22, 0.84, -0.10], [2.10, 0.17, 0.52], [-0.05, 0.05, -0.41], [-0.73, 0.35, 0.69], [0.54, -0.11, 0.07], [-0.29, 0.46, 0.36], [0.01, -0.33, 0.56], [0.41, 0.18, 0.00], [-0.04, -0.14, 0.27], [-0.15, 0.00, -0.08], [-0.21, -0.66, 0.99], [-0.68, -0.13, -0.31], [0.45, 0.50, -0.48], [0.28, 0.02, 0.06], [0.47, -0.16, -0.08], [-0.27, -0.35, -0.25], [-0.21, -0.16, 0.61], [-0.10, 0.06, 0.10], [0.01, -0.31, -0.44], [-0.75, -0.58, 0.08], [-2.25, 0.43, 2.04], [0.02, -0.34, -0.08], [-0.08, 0.09, -0.29], [0.03, 0.36, -0.13], [0.14, 0.21, 0.33], [-0.41, 0.38, 0.01], [0.71, 0.34, 0.31], [-0.07, -0.09, -0.17], [-0.38, 0.38, 0.47]]
}